--- P ---
Entry from OMol25: a 3-piece molecular cluster, C4H15NO3 overall (ωB97M-V/def2-TZVPD).

CARTESIAN COORDINATES (ANGSTROEM)
C (-0.89689, 0.68196, -1.58475)
C (0.20788, 0.60217, -0.50782)
C (1.62916, 0.58668, -1.09454)
N (-0.22198, -0.49111, 0.39943)
C (0.09552, -1.84421, -0.13416)
O (-0.10664, -2.84400, 0.81099)
H (-2.00529, 0.48163, -1.37613)
H (-1.04900, 1.66553, -2.23001)
H (-0.70422, 0.04967, -2.44174)
H (0.27898, 1.66919, 0.06302)
H (1.71852, 1.22455, -2.04139)
H (2.38839, 1.20092, -0.41346)
H (2.10759, -0.38948, -1.18299)
H (-1.26767, -0.49312, 0.51234)
H (-0.40954, -2.18344, -1.12472)
H (1.16597, -2.03202, -0.20466)
H (-1.01018, -2.72895, 1.39711)
H (-2.05798, 1.52757, 0.63609)
H (-2.17095, 2.94645, 1.47530)
O (-2.52572, 2.28607, 0.89505)
H (0.96254, -0.39047, 2.34170)
H (2.04249, -1.23141, 2.92070)
O (1.82900, -0.29420, 2.88464)

Values from the calculation:
- molecular weight (u) = 125.17
- HOMO (spin up / spin down) (eV) = -15.1 / -15.1
- expectation value of S² = 0.76
- total charge = +1
- LUMO (spin up / spin down) (Ha) = -0.134 / -0.336
- 2S+1 = 2

--- Q ---
Entry from OMol25: a 3-piece molecular cluster, C4H15NO3 overall (ωB97M-V/def2-TZVPD).

CARTESIAN COORDINATES (ANGSTROEM)
C (1.09998, -0.73512, -0.09542)
C (0.75079, 0.70758, -0.44676)
C (1.50876, 1.35436, -1.75773)
O (0.90682, 1.37328, 0.80932)
C (-0.06216, -1.39844, 0.58523)
N (0.06765, -2.91665, 0.67845)
H (1.27395, -1.25545, -1.03218)
H (2.00094, -0.92210, 0.42720)
H (-0.32285, 0.97247, -0.72378)
H (2.47337, 1.79524, -1.60560)
H (0.88734, 2.13197, -2.22614)
H (1.69007, 0.70509, -2.64441)
H (1.65032, 2.03152, 0.73196)
H (-0.19066, -0.80068, 1.60137)
H (-0.91142, -1.34396, 0.01008)
H (0.25635, -3.14260, 1.62535)
H (0.80007, -3.17637, 0.05741)
H (-3.01547, 1.17255, -0.24340)
H (-2.82572, 0.38811, -1.56164)
O (-2.77108, 1.25302, -1.19219)
H (-1.46709, -0.03981, 2.67863)
H (-1.92045, 1.38172, 2.27251)
O (-1.87953, 0.46430, 2.05172)

Values from the calculation:
- molecular weight (u) = 125.17
- HOMO (spin up / spin down) (eV) = -14.0 / -13.9
- expectation value of S² = 0.75
- total charge = +1
- LUMO (spin up / spin down) (Ha) = -0.124 / -0.335
- 2S+1 = 2

--- R ---
Entry from OMol25: a 4-piece molecular cluster, C4H15NO3 overall (ωB97M-V/def2-TZVPD).

CARTESIAN COORDINATES (ANGSTROEM)
C (-1.25766, 1.83932, 1.29156)
C (-0.05704, 0.84222, 1.74469)
C (0.84798, 0.44544, 0.64883)
C (1.31532, -0.83158, 0.61860)
N (-2.02958, 1.08462, 0.30834)
H (-1.08677, 2.88657, 0.89358)
H (-1.87042, 2.01024, 2.22926)
H (-0.52212, -0.06898, 2.10381)
H (0.30880, 1.42230, 2.63240)
H (1.28876, 1.22376, 0.02985)
H (1.29669, -1.51528, 1.44157)
H (2.00439, -1.23560, -0.03004)
H (-1.51234, 1.13988, -0.57339)
H (-2.24181, 0.20049, 0.69630)
H (2.98771, 0.04027, -1.66291)
H (1.53893, 0.40764, -1.85642)
O (2.42211, 0.55148, -2.27246)
H (-1.49766, -3.09263, 0.73771)
H (-0.42708, -2.14974, 0.11887)
O (-1.13912, -2.18771, 0.74986)
H (-0.76109, -1.56921, -2.28600)
H (-0.45244, -0.30339, -1.72023)
O (-0.02042, -0.94708, -2.30820)

Values from the calculation:
- molecular weight (u) = 125.17
- HOMO (spin up / spin down) (eV) = -14.1 / -14.1
- expectation value of S² = 0.76
- total charge = +1
- LUMO (spin up / spin down) (Ha) = -0.132 / -0.319
- 2S+1 = 2

Stability check: which of them is most stable? R.

--- P ---
Entry from OMol25: C26H32MoN3O10P as an isolated structure (ωB97M-V/def2-TZVPD).

CARTESIAN COORDINATES (ANGSTROEM)
Mo (-0.08924, -0.53903, -0.40943)
O (3.97130, 0.08277, 3.46958)
C (2.84336, -0.23687, 4.12345)
C (2.89598, -0.26718, 5.51664)
C (1.77668, -0.60144, 6.24937)
C (0.57386, -0.91383, 5.61770)
C (0.50862, -0.87598, 4.24270)
C (1.63044, -0.53479, 3.47836)
C (1.50448, -0.50210, 2.02045)
O (0.29774, -0.70690, 1.52253)
N (2.55136, -0.34010, 1.26968)
N (2.18461, -0.32003, -0.07514)
C (3.06484, -0.75064, -0.89419)
C (2.89816, -0.73789, -2.33728)
C (4.02021, -0.55787, -3.11629)
C (3.94849, -0.65271, -4.50251)
C (2.74775, -1.02944, -5.10846)
C (1.62839, -1.24517, -4.35170)
C (1.63552, -1.01414, -2.95245)
O (0.53423, -1.20012, -2.29191)
H (3.79878, 0.01396, 2.50709)
H (3.83559, -0.02777, 5.99541)
H (1.83948, -0.62316, 7.32991)
H (-0.29785, -1.18075, 6.19829)
H (-0.41121, -1.11084, 3.72365)
H (4.01547, -1.11733, -0.51385)
H (4.97055, -0.35544, -2.63798)
H (4.83113, -0.49124, -5.10589)
H (2.70954, -1.15822, -6.18194)
H (0.70254, -1.57558, -4.79736)
C (-2.04331, 3.99696, -0.16483)
C (-0.61666, 4.47513, -0.38894)
C (0.25536, 4.23487, 0.83403)
C (-0.59699, 5.94163, -0.78647)
O (-0.00818, 3.79886, -1.53743)
P (-0.02106, 2.26560, -1.89736)
O (1.07454, 1.90090, -2.80990)
O (-0.06728, 1.47531, -0.54866)
O (-1.50438, 2.05322, -2.45374)
C (-2.09199, 2.43623, -3.74151)
C (-1.67608, 3.85601, -4.09325)
C (-3.58621, 2.34878, -3.48472)
C (-1.66138, 1.47201, -4.81778)
H (-2.48625, 4.57746, 0.64538)
H (-2.07370, 2.94312, 0.10894)
H (-2.64368, 4.14063, -1.06268)
H (-0.09214, 4.86006, 1.65752)
H (1.28991, 4.49765, 0.61208)
H (0.21511, 3.19275, 1.14512)
H (-1.01474, 6.55113, 0.01514)
H (-1.18843, 6.09806, -1.68898)
H (0.42504, 6.26672, -0.97951)
H (-1.94922, 4.54447, -3.29295)
H (-2.18812, 4.16719, -5.00476)
H (-0.59993, 3.91852, -4.25723)
H (-3.87893, 3.03422, -2.68875)
H (-3.85911, 1.33588, -3.18846)
H (-4.13560, 2.61150, -4.38931)
H (-0.59394, 1.61400, -4.97530)
H (-2.19079, 1.67021, -5.75216)
H (-1.85299, 0.44546, -4.50651)
O (-1.84155, -2.83289, 1.12898)
C (-0.90328, -3.37812, 0.60220)
C (-0.62230, -4.87247, 0.65713)
C (0.66977, -5.03937, -0.12585)
C (1.03948, -3.62767, -0.55739)
O (2.07368, -3.36713, -1.14349)
N (0.07844, -2.73228, -0.15363)
H (-1.47644, -5.39758, 0.23216)
H (-0.54371, -5.17093, 1.70156)
H (0.57873, -5.66333, -1.01403)
H (1.49346, -5.43740, 0.46520)
O (-1.72355, -0.58564, -0.51750)

Values from the calculation:
- molecular weight (u) = 673.47
- HOMO (spin up / spin down) (eV) = -8.4 / -8.4
- total charge = 0
- LUMO (spin up / spin down) (Ha) = -0.113 / -0.114

--- Q ---
Entry from OMol25: C26H32MoN3O10P as an isolated structure (ωB97M-V/def2-TZVPD).

CARTESIAN COORDINATES (ANGSTROEM)
Mo (0.63973, 1.16318, 0.85848)
O (2.05363, 0.35463, -4.42023)
C (1.22182, 1.40919, -4.46213)
C (0.85986, 1.88804, -5.72166)
C (0.00177, 2.96136, -5.84372)
C (-0.51927, 3.58550, -4.71175)
C (-0.16414, 3.11591, -3.46407)
C (0.70382, 2.03056, -3.31742)
C (1.04538, 1.57453, -1.96470)
O (0.37524, 2.08238, -0.96542)
N (2.02401, 0.73875, -1.81854)
N (2.21654, 0.43119, -0.46762)
C (3.44064, 0.60226, -0.13996)
C (3.95845, 0.45169, 1.20954)
C (5.16005, -0.23428, 1.37210)
C (5.70135, -0.43346, 2.62843)
C (5.04683, 0.08623, 3.74246)
C (3.87979, 0.80332, 3.59070)
C (3.31417, 1.01457, 2.32506)
O (2.19985, 1.73774, 2.21533)
H (2.21524, 0.13820, -3.48197)
H (1.26860, 1.39158, -6.59157)
H (-0.26794, 3.31740, -6.83013)
H (-1.19350, 4.42585, -4.80423)
H (-0.55777, 3.58445, -2.57231)
H (4.15960, 0.87620, -0.90976)
H (5.65101, -0.63967, 0.49604)
H (6.62033, -0.99103, 2.74295)
H (5.45409, -0.06071, 4.73370)
H (3.38283, 1.22850, 4.45414)
C (-4.26806, -0.51064, 0.26120)
C (-4.11161, -0.06264, -1.18640)
C (-4.29126, 1.44427, -1.32006)
C (-5.13330, -0.78067, -2.05944)
O (-2.83411, -0.45371, -1.74192)
P (-1.40739, -0.26567, -1.06665)
O (-0.33950, -0.41674, -2.06833)
O (-1.46592, 0.97236, -0.17927)
O (-1.28678, -1.45614, 0.02056)
C (-0.84214, -2.79969, -0.26754)
C (-1.51911, -3.36584, -1.50887)
C (-1.24901, -3.60321, 0.96196)
C (0.67628, -2.82352, -0.40862)
H (-5.27870, -0.27936, 0.60082)
H (-3.55743, -0.00508, 0.91474)
H (-4.10408, -1.58557, 0.35101)
H (-5.31831, 1.71916, -1.07470)
H (-4.07542, 1.75598, -2.34324)
H (-3.61849, 1.98023, -0.65188)
H (-6.14668, -0.54037, -1.73694)
H (-4.99054, -1.86095, -2.00075)
H (-5.01244, -0.48494, -3.10230)
H (-2.60484, -3.31297, -1.41180)
H (-1.22846, -4.41002, -1.63362)
H (-1.23072, -2.81412, -2.40368)
H (-2.33166, -3.56660, 1.09705)
H (-0.78328, -3.18293, 1.85448)
H (-0.94180, -4.64443, 0.85634)
H (0.98875, -2.31077, -1.31817)
H (1.03138, -3.85494, -0.44525)
H (1.13304, -2.32608, 0.45126)
O (0.85929, -1.58103, 3.08040)
C (0.75248, -0.58708, 3.76612)
C (0.73590, -0.52298, 5.27773)
C (0.57682, 0.96379, 5.59208)
C (0.51704, 1.64999, 4.23679)
O (0.38915, 2.82790, 4.04123)
N (0.62987, 0.67946, 3.22510)
H (1.66535, -0.94784, 5.65626)
H (-0.09065, -1.12770, 5.64815)
H (1.41499, 1.37700, 6.15319)
H (-0.33847, 1.18728, 6.13783)
O (-0.86218, 1.29274, 1.86338)

Values from the calculation:
- molecular weight (u) = 673.47
- HOMO (spin up / spin down) (eV) = -8.3 / -8.3
- total charge = 0
- LUMO (spin up / spin down) (Ha) = -0.124 / -0.123

Stability check: which of them is most stable? P.

--- P ---
Entry from OMol25: a 19-piece molecular cluster, H39O19 overall (ωB97M-V/def2-TZVPD).

CARTESIAN COORDINATES (ANGSTROEM)
O (0.38048, 2.17389, -2.04818)
H (0.24448, 0.36892, -3.39528)
H (0.65808, 3.04532, -2.31701)
O (-2.40377, 2.18268, 2.51025)
H (-2.59363, 2.74468, 3.27198)
H (-1.47373, -1.31720, 1.20474)
O (1.78802, -2.48212, 2.76460)
H (-0.94580, -1.83109, -3.47780)
H (1.72650, 0.31397, -4.11350)
O (-3.88924, -1.32819, -0.79696)
H (-3.95322, -0.46999, -1.31691)
H (1.07213, -3.10580, 2.99241)
O (3.46739, -0.37902, 3.22036)
H (4.27861, -0.12791, 2.77969)
H (3.38463, -1.29993, 2.93607)
O (1.77835, 3.98485, 0.86548)
H (3.50235, 1.81960, 2.63416)
H (2.68501, 4.23638, 0.73076)
O (-2.95566, 1.39556, -2.62172)
H (1.23068, -3.39045, -0.50733)
H (-1.74698, 1.56877, 2.86503)
O (0.79052, 0.48878, -4.16603)
H (-3.72934, 1.84825, -2.31802)
O (-3.19115, 2.27366, -0.34701)
H (-2.57202, 1.91722, 0.30796)
H (-3.95438, 2.59865, 0.13709)
O (-0.05284, -3.56163, 0.75691)
H (-3.21117, -1.81377, -1.32828)
H (-3.25365, -0.91198, -0.00411)
O (2.09998, -3.06745, -0.76050)
H (2.47969, -3.06548, 2.44533)
H (2.68355, -3.73001, -1.12331)
O (-1.48904, -1.29655, -2.84042)
H (-2.08978, -0.83643, -3.47349)
H (0.08692, -4.32152, 1.31715)
O (-0.65285, 1.44947, 0.50058)
H (0.56815, -2.85234, 0.95683)
H (1.62198, 3.32823, 1.53591)
O (-2.13556, -0.73224, 0.82101)
H (-1.90555, 0.22503, 0.96280)
H (0.11955, 1.29021, 1.05513)
O (0.83570, 1.16662, 2.78758)
H (1.22394, 0.37841, 2.38404)
H (-2.13323, 1.85808, -2.75242)
O (3.37011, 0.99150, -0.94743)
H (-0.53474, -0.01099, -1.21385)
H (2.67385, 0.35987, -1.13717)
O (0.35003, -0.40348, -1.15135)
H (1.04671, 1.51448, -2.21657)
H (0.36477, -0.98144, -1.90982)
O (3.11793, 2.56439, 3.11693)
H (2.15872, 2.43645, 3.02665)
H (0.47638, 1.00187, 3.67152)
O (-2.10089, -3.70488, -1.77386)
H (-1.71602, -2.82709, -1.94487)
H (-1.36298, -4.20653, -1.37300)
H (-0.40864, 2.03127, -0.26406)
H (4.19066, 0.49839, -0.91868)

Values from the calculation:
- molecular weight (u) = 343.29
- HOMO (eV) = -12.8
- total charge = +1
- LUMO (Ha) = -0.113

--- Q ---
Entry from OMol25: a 19-piece molecular cluster, H39O19 overall (ωB97M-V/def2-TZVPD).

CARTESIAN COORDINATES (ANGSTROEM)
O (-3.53302, 0.92052, -1.44024)
H (-0.24994, 1.11490, 2.46000)
H (-2.98004, 0.95225, -2.25789)
O (-1.56025, -4.92874, 1.22510)
H (-2.11533, -4.75605, 0.49567)
H (-0.81671, -5.12064, 0.55117)
O (2.58103, -0.17394, -1.75692)
H (3.40628, -0.16121, 1.68567)
H (2.57441, 0.64969, -2.31631)
O (-1.62621, -1.20699, 1.44754)
H (-2.39376, -0.98707, 0.85724)
H (2.62936, 3.56043, -1.66311)
O (2.67011, -2.71332, 1.76949)
H (2.43619, -3.19628, 2.51457)
H (3.51354, -2.98155, 1.56542)
O (0.67592, -1.33988, 0.13813)
H (1.26543, -2.11240, 0.22088)
H (0.23316, -1.57864, 1.02548)
O (-0.54432, 3.97631, 1.02542)
H (-0.92102, -0.10345, 2.95893)
H (0.35068, 4.23967, 1.10682)
O (-0.22995, 0.46513, 3.12321)
H (-0.96674, 4.46382, 1.73198)
O (-1.18780, -3.46008, -1.70526)
H (-2.01816, -3.02045, -1.54354)
H (-0.60306, -2.85737, -1.20547)
O (-3.77102, -1.81994, -0.04180)
H (-4.08296, -0.90341, -0.33524)
H (-0.18515, -2.29498, -3.38948)
O (-1.20717, 1.19481, -0.45910)
H (3.19040, 0.22203, -0.88340)
H (-1.86528, 1.80363, -0.27294)
O (2.66971, 2.73608, -1.60119)
H (1.94071, 2.51565, -0.88378)
H (-0.49626, 1.71296, -0.18686)
O (4.15298, -0.31184, 1.04393)
H (-4.25667, -2.04960, 0.79393)
H (-4.37553, 0.89590, -1.83254)
O (2.68066, 0.17643, 3.54027)
H (1.93560, -0.39844, 3.39356)
H (-0.99293, -0.59612, 0.94698)
O (2.24210, 3.01519, 2.13458)
H (2.17172, 2.25518, 2.59668)
H (1.52253, -0.45282, -1.51947)
O (-3.69154, 1.87557, 1.20806)
H (-0.31084, 0.64496, -1.80992)
H (-2.80897, 2.44538, 1.35129)
O (0.51202, 0.18256, -2.27646)
H (-3.86001, 2.33623, 0.34648)
H (0.21298, -0.50762, -2.91310)
O (0.09100, -1.51454, -3.87450)
H (-0.47932, -1.56466, -4.60735)
H (2.94534, 3.54482, 2.10339)
O (-0.72421, 2.46238, -3.48269)
H (-1.62517, 2.28848, -2.98018)
H (-0.96232, 3.12479, -4.01800)
H (4.71672, 0.30003, 1.38485)
H (2.72087, 0.28627, 4.38690)

Values from the calculation:
- molecular weight (u) = 343.29
- HOMO (eV) = -13.2
- total charge = +1
- LUMO (Ha) = -0.105

Stability check: which of them is most stable? P.

--- P ---
Entry from OMol25: a single C2H3F3O molecule (ωB97M-V/def2-TZVPD).

CARTESIAN COORDINATES (ANGSTROEM)
O (-1.97090, -0.11490, -0.16890)
C (-0.86102, 0.70863, -0.25673)
C (0.45099, 0.00169, -0.01312)
F (0.78959, -0.94189, -0.90788)
F (0.24953, -0.56847, 1.18594)
F (1.41292, 0.89184, 0.05334)
H (-1.99960, -0.49485, 0.68953)
H (-0.98373, 1.45868, 0.53041)
H (-0.85760, 1.26017, -1.23219)

Values from the calculation:
- molecular weight (u) = 100.04
- HOMO (eV) = -11.2
- total charge = 0
- LUMO (Ha) = 0.031
- structure (SMILES) = OCC(F)(F)F

--- Q ---
Entry from OMol25: C2H3F3O as an isolated structure (ωB97M-V/def2-TZVPD).

CARTESIAN COORDINATES (ANGSTROEM)
C (0.18856, -0.18571, 0.86469)
C (-0.30969, 0.76695, -0.79393)
O (-0.43961, -1.34012, 0.93604)
F (-0.58839, 2.04971, -0.54895)
F (0.84457, 0.81960, -1.58365)
F (0.13335, -2.28331, 0.04558)
H (1.32821, -0.42968, 0.72967)
H (-0.26222, 0.54530, 1.66385)
H (-0.89477, 0.05724, -1.31330)

Values from the calculation:
- molecular weight (u) = 100.04
- HOMO (eV) = -9.8
- total charge = 0
- LUMO (Ha) = 0.016

Stability check: which of them is most stable? P.